{"formula": "C4H8N2O", "method": "ωB97M-V with the def2-TZVPD basis set", "orbital_gap_ha": [0.30353, 0.28033], "relative_energy_kcal_mol": 184.5, "elements": ["C", "C", "C", "C", "N", "N", "O", "H", "H", "H", "H", "H", "H", "H", "H"], "coordinates": [[2.701, 0.983, 0.062], [1.323, -0.752, -0.133], [0.442, 0.476, -0.272], [-2.470, -0.166, -0.192], [2.636, -0.269, -0.107], [-0.555, 0.669, 0.610], [-1.898, 1.000, 0.270], [3.521, 1.647, 0.220], [1.201, -1.102, 1.030], [1.170, -1.756, -0.760], [0.335, 0.753, -1.279], [-2.446, -1.057, 0.566], [-1.966, -0.533, -1.096], [-3.536, -0.016, -0.342], [-0.458, 0.122, 1.424]]}